No. 1
Here is a structure of composition C25H24FIrN4O3 in a non-equilibrium geometry from the Open Molecules 2025 dataset. Energies are from ωB97M-V/def2-TZVPD.

The geometry in XYZ format:
```
58
Properties=species:S:1:pos:R:3
N 2.599 3.004 0.120
H 1.785 -1.477 -0.076
O -2.059 1.947 0.021
C -1.116 2.846 0.018
C 3.036 1.696 0.068
H -2.861 -2.504 -2.651
C -1.932 -5.889 0.078
C 4.841 3.729 0.802
C -1.970 -3.124 -2.533
H -1.217 -2.310 2.565
H -2.066 -3.622 3.403
C -2.082 -3.100 -0.003
N -4.167 0.085 0.078
O -0.134 -0.027 -0.035
N -6.293 -0.034 -0.375
C -1.999 -3.862 -1.230
H -7.041 1.081 1.310
H 5.855 -0.188 0.017
H -1.887 -6.969 0.109
C 5.433 2.488 0.145
Ir -2.120 0.017 -0.058
H -1.958 -5.686 2.214
H 4.637 3.520 1.855
H -1.912 -3.817 -3.370
H -2.971 -2.352 2.559
H 4.454 5.472 -1.312
H -1.110 -2.452 -2.569
C -2.079 -2.980 2.526
C 2.504 -0.672 -0.038
H 5.543 4.560 0.756
H -4.359 1.246 1.877
C 3.853 -0.938 -0.039
C -1.934 -5.229 -1.152
H -7.147 -0.265 -0.849
H 3.080 4.932 0.700
C 4.803 0.065 0.014
C -2.047 -3.791 1.268
C -1.980 -5.161 1.268
C -6.188 0.688 0.787
H 4.139 3.851 -1.958
C 1.291 3.284 0.091
H -4.841 -0.950 -1.660
C 4.406 1.392 0.070
N -2.204 -1.814 -0.040
H 6.299 2.140 0.707
C -4.859 0.760 1.059
H -1.875 -5.806 -2.067
C 2.078 0.654 0.013
C 0.310 2.327 0.038
C 3.544 4.137 0.116
H 2.807 4.988 -1.733
C 3.751 4.640 -1.313
O -1.306 4.038 0.009
H 5.787 2.727 -0.861
C -5.060 -0.376 -0.776
H 1.016 4.330 0.118
F 4.252 -2.215 -0.087
C 0.671 0.963 0.006
```

Calculated values
Net charge: +1
LUMO level (spin up / spin down): -0.1398 / -0.1458 Eh
2S+1: 2
Energy above the lowest of the compared OMol25 structures with the same formula, charge and spin: 0.0 kJ/mol
Kohn-Sham gap (spin up / spin down): 6.429 / 7.197 eV

---

No. 2
Here is a structure of composition C25H24FN4O3OsS in a non-equilibrium geometry from the Open Molecules 2025 dataset. Energies are from ωB97M-V/def2-TZVPD.

The geometry in XYZ format:
```
59
Properties=species:S:1:pos:R:3
H 5.469 0.454 4.890
C 4.870 -2.649 3.625
C 3.580 0.037 3.923
H 3.782 0.945 3.366
H 5.064 -3.246 4.513
C -4.407 4.136 -1.677
H -7.242 4.012 -5.382
H 5.267 -3.178 2.764
H 0.751 -4.523 -1.394
C -5.011 3.624 -2.879
C 1.386 -3.779 -0.923
C -2.173 -1.163 -2.898
C -5.937 2.329 -5.117
C 4.854 -0.409 4.652
C -3.373 3.341 -1.036
O -2.829 0.000 -3.046
H 3.213 -4.550 -1.748
C 0.849 -1.549 0.108
C -0.962 -0.185 -0.860
N 5.622 -1.352 3.773
H -0.518 -3.091 -2.488
C 0.062 -0.388 0.117
Os -3.063 1.628 -1.983
C 2.671 -3.604 -1.719
H 3.323 -2.843 -1.281
N 0.598 -2.516 -0.852
C -0.347 -2.313 -1.754
H -6.388 5.184 -3.338
C -5.993 4.219 -3.633
C 3.367 -2.362 3.503
H 6.547 -1.532 4.159
H 4.640 -0.938 5.577
F 1.418 1.301 2.999
C -6.467 3.561 -4.774
C -4.946 1.773 -4.323
H 2.448 -3.314 -2.748
C -3.510 5.202 0.313
H 1.577 -4.124 0.089
H -6.280 1.793 -5.993
N 3.137 -1.011 2.984
N -4.487 2.402 -3.228
H 2.879 -2.474 4.474
C 2.112 -0.787 2.056
H 2.933 -3.105 2.850
C -1.137 -1.179 -1.812
C -2.884 4.024 0.114
C 1.865 -1.711 1.055
O -1.692 0.937 -0.778
H 2.832 0.265 4.680
C 1.283 0.367 2.049
C 0.312 0.565 1.122
H -0.293 1.458 1.179
H -2.109 3.656 0.771
O -2.366 -2.129 -3.569
S -4.721 5.573 -0.880
H 2.503 -2.580 0.989
H -3.336 5.907 1.116
H -4.505 0.811 -4.553
H 5.760 -0.923 2.860
```

Calculated values
Net charge: +3
LUMO level (spin up / spin down): -0.3928 / -0.3933 Eh
Kohn-Sham gap (spin up / spin down): 5.673 / 5.659 eV

---

No. 3
Here is a structure of composition C25H24IN2O6Ru in a non-equilibrium geometry from the Open Molecules 2025 dataset. Energies are from ωB97M-V/def2-TZVPD.

The geometry in XYZ format:
```
59
Properties=species:S:1:pos:R:3
H -0.340 3.612 1.512
O 2.026 3.738 -0.514
O -3.378 -0.817 -0.049
H 0.232 -2.356 -3.371
H 3.051 2.008 2.455
H 3.046 1.091 0.943
H -3.055 -0.335 2.436
C 3.172 -0.690 3.014
H -2.807 0.892 -5.638
O 1.222 -0.156 -0.269
C 1.171 3.144 -0.942
C -0.794 -2.761 1.070
H -0.870 1.428 -7.115
C 0.352 -1.781 -2.451
C 0.926 -0.734 2.014
C -0.023 -2.124 0.135
O -0.556 -0.013 4.872
C -2.116 0.915 0.992
H -1.440 -2.878 3.119
C -0.031 -2.682 -1.279
H 2.877 -1.504 3.675
C -1.091 2.333 3.068
H 1.607 1.984 1.464
C -0.909 2.722 1.759
Ru -0.092 1.404 -1.013
H -0.626 2.887 3.873
O -1.816 0.215 -1.268
N -0.636 1.894 -3.295
H -0.308 -0.917 -2.522
N -1.327 1.982 0.721
C -1.756 1.428 -3.857
H 1.286 2.579 -3.599
H 0.114 -1.141 3.937
H 1.387 -1.446 -2.397
C -0.776 -2.385 2.421
C 0.759 -0.985 0.586
C -2.511 0.017 -0.183
H 0.818 -4.418 -2.265
H 3.655 -1.116 2.131
C 0.359 2.038 -5.461
H -1.065 -2.998 -1.448
C 0.098 -1.406 2.884
H 3.906 -0.076 3.538
C 0.398 2.194 -4.085
C -1.715 0.426 4.695
C 0.859 -3.934 -1.289
I 2.029 2.512 -6.601
C 1.966 0.176 2.617
H 0.548 -4.654 -0.532
H -1.459 -3.557 0.757
C -1.880 1.263 -5.225
C 2.443 1.376 1.804
H 1.511 0.557 3.541
O -2.757 0.294 5.332
H -2.553 1.165 -3.176
C -0.805 1.562 -6.044
H 1.899 -3.664 -1.090
C -2.429 0.532 2.273
C -1.794 1.160 3.341
```

Calculated values
Net charge: 0
LUMO level (spin up / spin down): -0.0188 / -0.1040 Eh
2S+1: 6
Energy above the lowest of the compared OMol25 structures with the same formula, charge and spin: 44.9 kJ/mol
Kohn-Sham gap (spin up / spin down): 7.716 / 5.428 eV

---

No. 4
Here is a cluster of 2 separate species, C25H24N in total in a non-equilibrium geometry from the Open Molecules 2025 dataset. Energies are from ωB97M-V/def2-TZVPD.

The geometry in XYZ format:
```
50
Properties=species:S:1:pos:R:3
C 1.921 -1.069 2.343
H 5.174 -2.009 2.805
C 0.174 0.901 -1.885
C -1.478 1.445 2.456
C 3.035 -1.910 2.475
C 1.492 0.199 -1.681
C 2.166 5.391 1.311
H 5.460 0.469 2.941
C -4.747 -1.340 2.764
H 0.922 -1.468 2.136
H 0.098 1.352 -2.888
C 4.463 0.031 2.821
C 2.072 0.317 2.531
H 4.232 2.276 0.257
C 4.277 4.218 1.196
C -3.004 -0.020 3.828
H 1.779 -0.717 -2.195
H -4.496 -1.155 4.915
C 1.609 2.055 -0.320
H -0.502 1.914 -0.072
H 1.592 6.280 1.572
C -2.543 0.381 2.563
C 3.647 3.142 0.569
C -4.115 -0.871 3.927
C 0.225 2.096 -0.867
H -1.298 1.883 3.452
H 4.063 6.217 1.986
H 1.091 2.207 2.915
H 0.440 4.343 0.535
H -2.733 0.149 0.427
C 4.306 -1.356 2.710
C 3.545 5.358 1.543
H 3.285 0.601 -0.439
C -4.232 -0.998 1.505
H -4.708 -1.386 0.600
H -2.511 0.381 4.716
H 5.353 4.157 1.381
C 0.903 1.206 2.457
H -1.872 2.222 1.776
C 3.344 0.857 2.804
C 1.518 4.310 0.716
H -0.700 0.259 -1.721
H -5.649 -1.954 2.841
C -3.123 -0.147 1.404
H 3.428 1.930 3.011
H -0.015 3.047 -1.352
N -0.208 0.947 1.897
C 2.239 3.148 0.351
C 2.279 0.896 -0.776
H 2.914 -2.997 2.408
```

Calculated values
Net charge: +1
LUMO level: -0.1992 Eh
Energy above the lowest of the compared OMol25 structures with the same formula, charge and spin: 43.5 kJ/mol
Kohn-Sham gap: 5.922 eV

---

No. 5
Here is a structure of composition C25H24N2O6S in a non-equilibrium geometry from the Open Molecules 2025 dataset. Energies are from ωB97M-V/def2-TZVPD.

The geometry in XYZ format:
```
58
Properties=species:S:1:pos:R:3
H -2.942 2.675 1.681
H -3.520 8.122 -2.016
H 2.846 -3.657 -2.671
S 3.816 -2.329 0.267
H 3.652 -4.817 3.932
O -2.755 0.670 -2.080
C 2.440 -1.825 1.524
C -2.750 6.692 -0.900
O 5.030 -2.537 1.186
H -3.917 6.462 -4.000
O 1.113 -4.915 -1.060
H -2.463 4.897 0.305
C -2.302 2.008 -0.190
H -1.936 -0.021 -0.349
C 1.931 -4.980 0.014
C -1.935 2.503 1.281
H 1.351 -4.564 0.859
H -1.103 3.214 1.056
C 0.758 -0.247 1.781
C 0.989 -3.292 -1.308
H 0.228 1.125 0.491
C -2.939 4.245 -1.596
C 2.250 -2.496 2.607
C 2.838 -4.218 3.956
N 3.586 -3.348 -0.779
C 3.333 -4.455 -0.342
H -2.805 7.309 0.158
H 2.513 -1.864 -1.924
C 1.852 -0.568 0.987
C -3.410 7.100 -2.017
C 2.444 -2.856 -1.786
C -3.324 4.758 -2.944
H 1.092 -2.669 4.114
H 0.814 -2.739 -0.530
C -3.576 6.194 -2.807
N -0.154 0.808 1.315
H 0.504 -3.258 -2.374
C -2.288 0.891 -0.905
H 3.603 -5.285 -0.924
C 0.361 -0.951 2.981
C 1.213 -2.187 3.121
C -1.196 1.356 1.916
O 4.117 -0.986 -0.494
C -2.827 5.102 -0.486
C -2.829 2.075 -2.401
H 3.844 -4.662 0.756
C -2.735 2.710 -1.374
O 3.165 -3.349 2.885
H 1.906 -4.614 3.888
H -3.487 1.787 -4.573
H -3.766 4.276 -4.765
H 3.035 -3.470 4.830
H 1.850 -6.046 0.227
O -1.914 0.690 2.943
C -3.597 3.715 -3.761
C -3.441 2.487 -3.630
H -0.395 -0.595 3.724
H 1.829 -0.075 0.202
```

Calculated values
Net charge: 0
LUMO level: -0.0126 Eh
Energy above the lowest of the compared OMol25 structures with the same formula, charge and spin: 2383.3 kJ/mol
Kohn-Sham gap: 7.933 eV

---

No. 6
Here is an isolated molecule of C25H24N4O5S from the Open Molecules 2025 dataset. Energies are from ωB97M-V/def2-TZVPD.

The geometry in XYZ format:
```
59
Properties=species:S:1:pos:R:3
C 1.224 -0.715 4.684
C 1.637 -3.128 4.888
C -0.241 3.738 -2.366
H -0.489 5.101 -0.729
C 0.328 2.489 1.993
C 0.578 -4.159 4.686
O 0.917 3.056 -2.268
C -2.257 -0.239 -1.451
N -0.726 3.193 -0.049
O -0.231 -1.407 -0.943
H 1.222 -2.043 3.120
H -0.759 -0.344 -6.296
H -2.282 -5.202 5.553
C -0.246 -0.219 -5.345
H 1.215 -5.483 3.073
C 1.338 2.803 -3.518
H 2.011 1.795 4.848
H -1.180 -6.655 3.529
N -0.476 -0.680 -3.052
C -1.223 -0.138 -4.172
C 0.483 -5.193 3.799
H 1.590 -1.405 -5.503
N 1.362 -1.934 4.112
H -0.401 -0.792 2.425
S -2.231 1.576 -1.550
H 0.975 -2.181 -2.941
H -1.991 4.312 -1.298
C 1.397 1.656 3.972
C -0.230 1.219 1.764
H -1.431 4.428 -4.057
C 0.069 3.567 1.048
H 2.610 -3.543 4.600
H -1.544 0.888 -3.978
H -2.112 -0.752 -4.364
O -0.538 -4.101 5.443
H 1.665 -2.811 5.934
C -0.567 3.924 -3.677
H 0.356 0.689 -5.386
O 0.482 4.703 1.142
C -0.924 4.166 -1.107
H 0.550 3.280 -5.496
C -0.895 -0.832 -1.784
H -2.517 -0.507 -0.428
C -1.343 -5.098 5.047
N -1.040 0.985 0.691
H 2.259 2.264 -3.624
H 0.120 -2.346 -5.206
H -3.026 -0.562 -2.151
C 0.636 -1.412 -4.982
H 1.539 3.684 3.280
C 1.134 2.697 3.114
C 0.877 0.378 3.723
C -0.770 -5.807 4.038
C 0.053 0.164 2.635
C 0.470 3.318 -4.429
C 0.795 -1.247 -3.476
H 1.605 -0.550 -3.235
O 1.399 -0.514 5.869
C -1.226 1.930 -0.150
```

Calculated values
Net charge: 0
LUMO level: 0.0102 Eh
Energy above the lowest of the compared OMol25 structures with the same formula, charge and spin: 0.0 kJ/mol
Kohn-Sham gap: 8.570 eV

---

No. 7
Here is a structure of composition C25H24NO7SbSe4Tc in a non-equilibrium geometry from the Open Molecules 2025 dataset. Energies are from ωB97M-V/def2-TZVPD.

The geometry in XYZ format:
```
63
Properties=species:S:1:pos:R:3
C -5.179 -0.648 3.232
Se -0.561 -0.075 1.737
H 6.467 3.177 1.591
C -3.495 -0.433 -4.392
C 3.917 1.020 -1.518
H -5.685 -1.358 0.647
O -2.395 -2.516 -3.729
Se -2.643 1.601 5.051
H -2.373 -2.367 2.145
C -3.653 0.084 1.399
H 0.896 -4.077 0.361
C -4.847 -1.906 1.086
H -4.160 -2.184 0.289
C 1.266 -3.148 -0.054
C 5.267 2.213 0.088
H 4.110 -1.300 -0.267
H -4.690 -0.247 4.113
C -3.067 -1.933 2.863
C -3.465 0.915 -3.676
Sb -1.000 1.951 3.356
H 1.950 1.406 0.181
H -3.558 -2.753 3.398
C 2.246 -0.783 -1.197
C -0.009 -0.160 -2.023
H -2.509 -1.348 3.593
Se 0.924 3.212 3.958
Tc -2.101 0.581 0.210
H 3.015 1.028 1.534
O -3.356 1.283 -1.184
H 4.741 3.565 1.701
H 6.965 1.722 -2.813
C 5.460 2.776 1.469
H 7.249 2.701 -0.567
C 2.582 -2.753 0.157
H -0.610 -2.605 -0.950
O -4.036 -0.677 -5.432
H 2.159 0.708 -2.611
C 0.426 -2.330 -0.796
C -2.869 -0.778 -2.114
O -2.598 -1.232 -0.931
Se -2.005 2.700 1.056
O -3.576 2.001 -4.187
H 4.835 0.591 -3.404
H -4.513 0.725 1.202
C 3.075 -1.588 -0.409
C 4.962 1.062 -2.436
C 0.901 -1.146 -1.339
C -3.240 0.566 -2.269
C 2.874 1.686 0.679
H -5.230 -2.818 1.552
C 6.304 2.237 -0.835
H 3.237 -3.365 0.767
O -0.026 -0.037 -3.226
C 6.151 1.686 -2.099
C -2.857 -1.444 -3.443
H -5.858 0.113 2.837
C -4.132 -1.074 2.191
O -0.730 0.636 -1.224
H 2.756 2.694 1.072
N 2.723 0.335 -1.867
C 4.040 1.628 -0.267
H 5.297 2.003 2.226
H -5.773 -1.520 3.518
```

Calculated values
Net charge: -1
LUMO level (spin up / spin down): -0.0285 / -0.0285 Eh
Energy above the lowest of the compared OMol25 structures with the same formula, charge and spin: 0.0 kJ/mol
Kohn-Sham gap (spin up / spin down): 4.925 / 4.928 eV

---

No. 8
Here is a structure of composition C25H25BN8O2Pd in a non-equilibrium geometry from the Open Molecules 2025 dataset. Energies are from ωB97M-V/def2-TZVPD.

The geometry in XYZ format:
```
62
Properties=species:S:1:pos:R:3
H 5.758 -3.564 0.145
C -2.862 -4.239 -0.176
C 3.708 -0.079 2.615
H 2.884 2.135 3.964
C 5.303 1.556 6.297
C -1.494 -4.070 -0.545
H -3.779 0.486 -2.496
N 2.540 -0.916 2.703
N -1.943 0.428 -1.460
H -4.395 -2.612 0.060
H 1.210 -0.254 -1.183
N -1.914 0.276 1.042
H 5.734 1.201 1.509
C -2.049 1.662 -3.316
C -2.702 0.449 2.140
C 6.656 -0.276 0.239
C -3.387 -2.943 -0.167
C 4.796 -0.713 1.739
C 5.748 -2.511 0.431
H -3.351 -5.172 0.050
N -1.270 -2.802 -0.884
H -2.393 2.114 -4.226
N -0.793 1.051 1.211
H 5.756 2.021 7.176
C 3.139 1.086 1.759
C 3.706 1.632 4.475
O 3.690 2.159 1.526
H 6.483 -0.247 6.418
C 6.653 -1.618 -0.152
H 5.509 -1.255 4.359
B -2.404 -0.461 -0.274
C -0.835 1.920 -2.668
H 0.032 2.467 -3.021
C 1.554 -0.567 1.788
H 2.466 -1.835 3.115
H 2.905 0.200 -1.296
H 7.346 0.451 -0.188
H -0.717 -4.829 -0.570
C 5.753 0.155 1.207
H 1.727 0.659 -2.613
H 4.126 -2.778 1.842
C 4.201 0.430 3.967
H 1.901 1.636 -1.136
C 5.174 -0.270 4.695
H -2.351 1.565 4.025
C -0.816 1.620 2.436
C 5.721 0.295 5.857
C 1.896 0.540 -1.543
N -2.370 -2.059 -0.428
O 0.543 -1.212 1.526
C -2.736 0.763 -2.510
H 7.369 -1.959 -0.899
H 0.036 2.170 2.832
H -3.601 -0.314 -0.232
N -0.802 1.213 -1.519
H 3.948 3.208 5.917
C 4.820 -2.066 1.388
C 4.293 2.224 5.600
H -3.701 0.039 2.111
C -2.031 1.264 3.044
N 1.927 0.678 1.291
Pd 0.725 1.424 -0.176
```

Calculated values
Net charge: +4
LUMO level (spin up / spin down): -0.4184 / -0.5557 Eh
2S+1: 5
Kohn-Sham gap (spin up / spin down): 7.967 / 4.191 eV